# 1
# C4H8S2Si

A single C4H8S2Si molecule at a distorted geometry (the ωB97M-V functional and the def2-TZVPD basis, OMol25).

Summary:
Multiplicity: 1
E_HOMO (spin up / spin down) in eV: -8.47 / -8.79
HOMO-LUMO gap (spin up / spin down) in eV: 5.920 / 7.262
Energy above the lowest of the compared OMol25 structures with the same formula, charge and spin in eV: 4.740
F_max in Eh/bohr: 0.060

XYZ file:
```
15
Properties=species:S:1:pos:R:3:forces:R:3
C 3.36322 0.43448 0.38478 -1.67 1.37 -0.52
C 2.93949 -0.60507 -0.17766 -2.71 0.42 -0.47
C -1.03406 0.03852 1.21349 2.02 1.87 -0.05
C -1.38343 0.03430 -1.85797 1.02 -0.05 2.13
Si -0.19676 0.60382 -0.41536 0.24 -1.31 0.49
S 0.99935 2.29206 -0.20305 0.41 -0.71 -0.14
S 1.37850 -1.09832 -0.88123 -0.15 0.60 0.09
H 3.65787 1.36212 0.73585 0.89 1.11 0.67
H 3.47709 -1.46822 -0.09629 1.95 -2.41 0.04
H -2.02796 -0.27353 1.01116 -0.98 -0.15 0.29
H -0.40748 -0.77306 1.53141 0.04 -0.75 0.26
H -0.86440 0.84110 1.99274 -0.79 -0.81 -0.86
H -0.70326 0.15360 -2.68375 -0.56 0.48 -1.00
H -1.39490 -1.10567 -1.67551 -0.86 1.82 -0.17
H -2.31646 0.68696 -1.74414 1.16 -1.47 -0.76
```
Forces are in eV/Å.

# 2
# C22H27CoF6N10O2PS

C22H27CoF6N10O2PS as an isolated structure at a distorted geometry (the ωB97M-V functional and the def2-TZVPD basis, OMol25).

Summary:
Total charge: +2
Multiplicity: 2
E_HOMO (spin up / spin down) in eV: -14.65 / -14.64
HOMO-LUMO gap (spin up / spin down) in eV: 8.322 / 8.359
Energy above the lowest of the compared OMol25 structures with the same formula, charge and spin in eV: 0.000
F_max in Eh/bohr: 0.022

XYZ file:
```
70
Properties=species:S:1:pos:R:3:forces:R:3
Co -1.39812 -0.43172 0.75398 -0.63 -0.84 0.39
N -5.42069 -0.35711 1.59481 -0.01 0.00 0.01
C -4.22379 0.07854 1.97701 -0.04 0.02 -0.02
N -3.34670 -0.33546 1.07447 0.09 0.06 -0.04
C -4.08812 -1.02530 0.16455 0.05 0.02 -0.01
N -5.35960 -1.06422 0.44605 -0.01 0.01 -0.03
C -3.36232 -1.59759 -0.96552 -0.07 0.04 0.00
C -3.95058 -2.28157 -2.01826 0.03 -0.01 0.03
N -3.22621 -2.75886 -3.02188 0.04 0.00 0.01
C -1.91580 -2.55359 -2.97231 -0.12 -0.04 -0.03
C -1.30850 -1.86564 -1.93069 0.08 0.03 -0.02
N -2.03332 -1.38443 -0.92011 0.05 0.10 0.00
H -6.31050 -0.21862 2.05236 -0.01 0.00 0.00
H -4.01623 0.66335 2.86053 0.00 -0.02 -0.01
H -5.02234 -2.43733 -2.03598 0.01 -0.01 -0.01
H -1.31779 -2.94929 -3.78371 -0.01 0.01 0.00
H -0.24046 -1.70532 -1.89206 -0.06 0.01 -0.01
C -0.70595 1.75094 -5.33501 -0.02 0.02 -0.03
C -0.45935 2.91409 -4.38927 0.02 -0.01 0.05
N 0.76432 2.72883 -3.59471 -0.06 -0.03 0.00
C 2.06179 3.13703 -4.18539 -0.04 0.02 0.02
C 2.42736 4.55641 -3.78888 0.01 0.00 0.00
C 0.71010 2.22560 -2.39979 -0.04 0.06 -0.20
S -0.76737 1.74324 -1.60918 -0.11 0.02 0.03
N 1.76871 2.01957 -1.60961 0.20 0.14 0.02
C 1.44255 1.54372 -0.45017 -0.19 -0.26 0.08
O 0.10431 1.28138 -0.25572 0.31 0.17 -0.11
C 2.37022 1.30214 0.62266 0.17 0.06 -0.04
C 3.67783 1.78953 0.46595 -0.11 -0.05 0.00
C 4.60163 1.59557 1.47121 0.00 -0.04 0.08
C 4.23283 0.91412 2.62745 0.05 0.02 -0.05
C 2.93986 0.42823 2.78190 -0.01 -0.04 0.04
C 2.00735 0.61966 1.78285 -0.11 0.11 0.07
H -1.64315 1.90540 -5.86858 0.02 0.00 0.00
H -0.77128 0.80987 -4.78883 -0.02 -0.04 0.01
H 0.08976 1.66561 -6.07400 0.01 0.00 0.01
H -1.29890 3.05512 -3.69925 0.01 0.01 0.01
H -0.34970 3.85394 -4.92910 0.00 0.00 -0.01
H 1.94108 3.04069 -5.26322 0.02 -0.01 0.00
H 2.81363 2.42149 -3.86190 0.00 0.00 0.02
H 1.70863 5.27946 -4.17452 -0.01 -0.01 0.01
H 3.40517 4.80497 -4.19924 -0.01 0.01 -0.01
H 2.47964 4.65588 -2.70468 0.02 -0.01 -0.01
H 3.94802 2.32081 -0.43485 0.00 0.00 -0.02
H 5.60650 1.97872 1.36206 0.00 -0.01 0.00
H 4.95807 0.76826 3.41721 0.00 0.01 0.00
H 2.65113 -0.08034 3.69149 -0.01 0.01 0.01
H 1.00048 0.25842 1.91821 0.01 0.06 0.05
C 1.28601 -4.65129 3.23844 0.01 0.02 0.00
N 0.92646 -3.63843 2.25793 0.03 -0.02 -0.05
C 1.72558 -3.28966 1.09690 -0.02 -0.02 0.00
C 0.93076 -2.13404 0.52500 -0.04 -0.13 -0.09
O 1.20021 -1.48117 -0.46614 0.08 0.01 0.14
N -0.17784 -1.93388 1.30654 0.16 0.27 -0.24
C -0.10961 -2.80860 2.34138 -0.05 0.04 0.26
N -0.99408 -2.83299 3.32561 0.01 -0.20 -0.20
H 1.99103 -5.33974 2.78059 0.01 0.00 0.00
H 0.40799 -5.22692 3.53039 0.00 0.01 -0.01
H 1.75038 -4.20693 4.11995 -0.01 0.00 0.01
H 1.79320 -4.11041 0.38058 0.01 0.01 -0.02
H 2.73400 -2.96855 1.36407 0.00 0.01 0.03
H -1.57538 -2.01872 3.47440 -0.05 -0.02 0.03
H -0.82263 -3.40512 4.13613 0.01 -0.01 -0.01
F -1.23608 0.53046 2.39487 0.39 0.37 -0.10
P -1.15808 0.74779 4.21684 -0.03 0.21 -0.13
F -2.23341 -0.47994 4.22845 -0.06 -0.05 0.07
F -1.12781 0.87913 5.76472 -0.02 -0.05 0.00
F -0.12404 1.90062 3.92333 0.02 -0.07 -0.02
F 0.01606 -0.34540 4.15198 0.05 0.05 0.05
F -2.37693 1.74955 3.99968 -0.02 -0.05 0.02
```
Forces are in eV/Å.

# 3
# C7H14N

An isolated ion of composition C7H14N and charge +1 at a distorted geometry (the ωB97M-V functional and the def2-TZVPD basis, OMol25).

Summary:
Total charge: +1
Multiplicity: 1
E_HOMO in eV: -12.63
HOMO-LUMO gap in eV: 9.124
Energy above the lowest of the compared OMol25 structures with the same formula, charge and spin in eV: 1.088
F_max in Eh/bohr: 0.040
SMILES string: C=C(/C=C/C)CC[NH3+]

XYZ file:
```
22
Properties=species:S:1:pos:R:3:forces:R:3
C -0.96620 -1.45982 1.70474 1.19 1.65 0.15
C -0.89731 -0.37302 0.63404 -0.05 -0.21 -0.49
C 0.47773 -0.11495 -0.00137 -0.78 -0.22 0.93
C 1.62388 -0.46874 0.57223 0.58 -0.03 -0.46
C 0.00010 2.94007 -2.29866 0.60 0.24 1.40
C 0.17900 2.00226 -1.13056 -0.22 -0.38 -0.01
C 0.33395 0.67821 -1.24127 1.02 1.37 -0.02
N -0.30592 -2.70033 1.18628 -0.44 -0.93 1.48
H -1.95254 -1.58091 2.13897 -0.14 -0.69 -0.42
H -0.35635 -1.06319 2.51910 0.14 -0.41 0.09
H -1.28014 0.51647 1.13783 0.14 0.25 -0.27
H -1.53773 -0.52049 -0.24095 -0.41 -0.32 0.39
H 2.56232 -0.21425 0.09377 -0.02 -0.04 -0.02
H 1.74739 -0.98698 1.51969 -0.29 0.11 0.08
H -0.74390 2.53316 -2.97195 0.29 0.18 -0.50
H -0.30973 3.90784 -1.90442 -0.39 -0.05 -0.20
H 1.00037 3.15037 -2.68554 -0.26 -0.26 -0.70
H 0.20590 2.43803 -0.13299 -0.25 0.01 -0.03
H 0.58341 0.32479 -2.23558 -0.44 -0.67 0.05
H 0.49456 -2.43164 0.60166 -0.50 0.12 -1.04
H 0.17870 -3.25044 1.90263 -0.42 0.12 0.41
H -1.03747 -3.32644 0.83236 0.65 0.14 -0.81
```
Forces are in eV/Å.

# 4
# C5H5NO

A single C5H5NO molecule (the ωB97M-V functional and the def2-TZVPD basis, OMol25).

Summary:
Multiplicity: 1
E_HOMO in eV: -9.98
HOMO-LUMO gap in eV: 9.850
Energy above the lowest of the compared OMol25 structures with the same formula, charge and spin in eV: 3.391
F_max in Eh/bohr: 0.013
SMILES string: C#CC(=O)[C@H]1CN1

XYZ file:
```
12
Properties=species:S:1:pos:R:3:forces:R:3
O 0.90448 2.21315 0.02294 -0.12 -0.51 -0.09
C 0.62600 1.04471 -0.13195 0.01 0.33 0.07
C 1.64062 -0.00661 -0.03577 0.49 -0.44 0.08
C 2.46069 -0.89027 0.01219 -0.39 0.41 -0.02
C -0.77518 0.58870 -0.46875 0.07 0.02 -0.18
C -1.24748 -0.74289 -0.03458 0.06 -0.31 -0.09
N -1.78336 0.46577 0.58349 0.04 0.11 0.28
H 3.19464 -1.66786 0.05283 -0.15 0.18 0.00
H -1.15168 1.03599 -1.38704 0.07 -0.06 0.11
H -0.55084 -1.35441 0.53942 -0.14 0.14 -0.14
H -1.94044 -1.30157 -0.65706 0.06 0.12 0.09
H -1.37745 0.61530 1.50429 -0.01 0.00 -0.11
```
Forces are in eV/Å.